C16H27BeBr2Cl3FIMgNO8S | ωB97M-V/def2-TZVPD

Properties
LUMO level, eV: -8.057
Total charge: +1
Multiplicity: 1
E_HOMO, eV: -9.68
HOMO-LUMO gap, eV: 1.6

Each line ends with the natural charge from an NBO analysis.
Positions of all 62 atoms, in Å:
I (-0.5385, 3.3196, 3.2774)  0.473
Br (1.6354, -3.3481, -1.5171)  0.023
Br (-0.8823, -3.8002, 1.9699)  -0.055
Cl (4.6178, -6.7302, 0.6919)  0.007
Cl (5.9888, -5.3856, 1.2367)  0.008
Cl (2.8038, -1.1231, 1.4019)  -0.047
S (-1.6825, 4.1157, -4.1960)  2.397
Mg (1.5744, 4.3096, -3.0824)  0.681
F (1.5055, 3.6624, 4.9198)  -0.528
O (0.0986, -2.1952, 5.4484)  -0.507
O (-1.4126, 3.3102, -3.0377)  -0.965
O (0.0188, 1.1860, 5.2108)  -0.384
O (-0.4286, -1.1223, 3.5249)  -0.549
O (3.4451, -3.8333, 3.6644)  -0.274
O (-2.2423, 5.4169, -4.0728)  -0.900
O (-2.4723, 3.2833, -5.2580)  -0.716
O (3.8850, -4.2752, 2.3736)  -0.455
N (0.7641, 1.1085, -1.9219)  -0.820
C (0.3802, -0.5554, 2.4631)  0.312
C (1.5367, -2.3600, 3.4756)  -0.438
C (0.3481, -1.9216, 4.3201)  0.811
C (2.0317, -3.7936, 3.6554)  -0.095
C (0.4100, -2.3866, -0.3227)  -0.246
C (-3.7139, 2.6329, -4.8503)  -0.078
C (1.1657, 0.5718, 3.2066)  -0.592
C (1.2411, -1.7933, 2.0618)  0.021
C (-4.8731, 3.6035, -4.7931)  -0.645
C (-0.9833, -2.6232, -0.8666)  -0.655
C (-0.5769, 0.0816, 1.4698)  -0.456
C (-0.1708, 4.2359, -5.1074)  -0.886
C (0.0799, 1.0654, 0.4686)  -0.456
C (-0.3801, 0.9574, -1.0001)  -0.224
C (0.6764, -2.8541, 1.1317)  -0.316
C (0.2861, 1.4103, 4.1049)  0.593
Be (-2.5549, -4.1101, 3.8541)  0.276
H (1.7075, -4.1583, 4.6313)  0.233
H (0.2489, 3.2374, -5.2428)  0.264
H (1.1652, 1.0255, 0.5279)  0.214
H (-1.1807, -0.6424, 0.9308)  0.232
H (-3.5693, 2.1222, -3.8981)  0.200
H (1.4280, 0.3525, -1.7784)  0.361
H (-1.0698, -2.2304, -1.8787)  0.233
H (-1.0742, 1.7566, -1.2406)  0.218
H (0.5007, 4.8649, -4.5106)  0.125
H (-0.3540, 4.7119, -6.0681)  0.298
H (1.4383, -3.6247, 1.0636)  0.272
H (-1.1999, -3.6859, -0.9378)  0.242
H (-1.7665, -2.1570, -0.2714)  0.219
H (-5.8031, 3.0617, -4.6270)  0.235
H (-0.8590, 0.0074, -1.2243)  0.194
H (-0.1819, 2.0710, 0.7954)  0.217
H (1.2717, 1.9344, -1.6253)  0.323
H (0.7138, -1.3484, -0.3861)  0.213
H (-1.2872, 0.6508, 2.0701)  0.229
H (1.9138, 0.1593, 3.8789)  0.273
H (-4.9500, 4.1666, -5.7224)  0.229
H (4.2035, -3.4585, 1.9585)  0.466
H (1.7073, 1.2180, 2.5234)  0.266
H (2.4110, -1.7891, 3.7911)  0.279
H (1.6537, -4.4989, 2.9212)  0.210
H (-4.7496, 4.3235, -3.9844)  0.225
H (-3.8996, 1.8697, -5.6014)  0.213

=====

C31H70Ca2N3O6 | ωB97M-V/def2-TZVPD

Properties
LUMO level, eV: -9.251
Total charge: +3
Multiplicity: 1
E_HOMO, eV: -13.12
HOMO-LUMO gap, eV: 3.9

Each line ends with the Mulliken charge.
Positions of all 112 atoms, in Å:
Ca (5.5375, 19.2411, -27.6877)  1.279
Ca (7.0282, 22.0034, -23.5715)  1.279
O (5.9277, 21.6171, -21.6161)  0.174
O (7.3619, 17.5380, -24.3248)  0.034
O (7.6332, 19.7712, -28.6922)  0.022
O (8.8152, 17.0092, -21.7005)  -0.136
O (7.4786, 19.6948, -23.7180)  -0.271
O (6.7553, 19.1489, -25.7532)  -0.035
N (7.5179, 11.7070, -25.2433)  0.180
N (9.2075, 22.3897, -22.4742)  1.023
N (5.4155, 16.8234, -27.8214)  1.628
C (7.2301, 18.8241, -24.6054)  -0.467
C (9.1217, 23.8694, -22.6285)  -0.614
C (9.0129, 20.6444, -20.6131)  -1.263
C (6.3203, 11.3143, -24.5065)  -0.636
C (10.2114, 22.0609, -24.7379)  -0.859
C (7.2196, 14.1801, -24.8088)  -0.705
C (7.6907, 19.7444, -30.1448)  -0.506
C (4.9575, 15.3537, -29.8426)  -1.293
C (6.5322, 10.9865, -23.0330)  -0.874
C (4.1362, 22.2752, -20.2568)  -0.908
C (9.8218, 20.2017, -29.1971)  -0.627
C (10.0652, 16.4912, -22.1605)  -0.317
C (10.3672, 24.6593, -22.2239)  -1.390
C (5.5969, 22.6227, -20.6123)  -0.417
C (5.0366, 16.7642, -29.2542)  -0.701
C (8.5699, 10.6618, -25.3705)  -0.385
C (8.7354, 20.4941, -28.1699)  -0.332
C (9.0668, 20.3015, -30.4872)  -0.777
C (8.2925, 16.1846, -20.6679)  -0.585
C (3.5878, 21.5344, -21.4989)  -0.665
C (6.6783, 16.1232, -27.4263)  -0.301
C (4.8325, 20.7352, -21.8879)  -0.135
C (8.7725, 14.8046, -21.0680)  -0.125
C (10.3591, 21.8665, -23.2281)  -0.773
C (8.0032, 9.4573, -26.1172)  -1.331
C (8.1389, 12.9348, -24.7609)  -1.314
C (4.4761, 16.4497, -25.4782)  -0.487
C (4.3038, 16.2991, -26.9920)  -0.832
C (10.2041, 15.1318, -21.4853)  -0.797
C (7.8660, 16.5732, -28.2421)  -1.683
C (9.3254, 22.0879, -21.0278)  -1.026
H (6.8378, 16.3122, -26.3678)  -0.619
H (5.7796, 23.6383, -20.9658)  0.365
H (6.4303, 14.1027, -24.0574)  0.347
H (10.1116, 23.0777, -25.1195)  0.324
H (4.2569, 14.7090, -29.3189)  0.316
H (7.2055, 16.2540, -20.6002)  0.354
H (9.7748, 19.9061, -20.8565)  0.405
H (8.1498, 17.6021, -28.0357)  0.140
H (6.7647, 11.9132, -22.5045)  0.096
H (9.1005, 10.4208, -24.4455)  0.361
H (11.1038, 21.6055, -25.1664)  0.481
H (8.7825, 8.7555, -26.4071)  0.415
H (8.9951, 13.1476, -25.4058)  0.449
H (4.1246, 15.2438, -27.2065)  0.223
H (10.2497, 22.5280, -20.6507)  0.463
H (7.4296, 9.7519, -26.9980)  0.340
H (10.5937, 14.3085, -22.0828)  0.347
H (8.0634, 20.3414, -21.0593)  -0.010
H (3.3889, 16.8364, -27.2598)  0.459
H (8.8426, 24.1640, -23.6501)  0.488
H (8.5990, 12.8018, -23.7716)  0.524
H (11.2056, 24.5253, -22.9063)  0.338
H (5.8595, 10.4882, -25.0455)  0.494
H (3.5086, 16.3862, -24.9830)  0.541
H (6.4768, 15.0569, -27.5584)  1.014
H (9.3179, 21.5480, -25.1174)  -0.115
H (10.6383, 20.9173, -29.0848)  0.438
H (9.5104, 19.7128, -31.2895)  0.343
H (7.7607, 16.4546, -29.3225)  0.320
H (10.0442, 25.6916, -22.3734)  0.446
H (7.5259, 17.6071, -23.3592)  -0.086
H (8.6873, 15.8923, -28.0110)  0.495
H (8.1875, 14.3021, -21.8399)  -0.270
H (7.3058, 10.2345, -22.8681)  0.272
H (8.5238, 21.5724, -28.1513)  0.340
H (8.7367, 14.1106, -20.2256)  0.477
H (4.9052, 17.4133, -25.1834)  -0.240
H (7.4933, 18.7249, -30.4745)  0.323
H (3.6053, 23.1745, -19.9470)  0.440
H (8.6945, 16.4999, -19.7000)  0.333
H (8.2723, 24.2388, -22.0408)  0.350
H (10.4388, 20.8040, -22.9989)  0.292
H (10.0045, 16.4010, -23.2467)  0.200
H (5.6570, 10.5488, -22.5499)  0.409
H (7.8012, 15.0549, -24.5195)  0.103
H (6.9686, 20.4035, -30.6371)  0.328
H (10.7402, 24.5029, -21.2170)  0.311
H (5.1567, 15.7147, -25.0505)  -0.004
H (4.6843, 15.4031, -30.8947)  0.460
H (10.9143, 17.0806, -21.8097)  0.283
H (4.0558, 17.2554, -29.3477)  0.504
H (9.0005, 21.3342, -30.8260)  0.314
H (6.2126, 22.4507, -19.7304)  0.251
H (5.6260, 12.1571, -24.5205)  0.227
H (8.8857, 20.1439, -27.1499)  -0.052
H (5.9637, 14.9436, -29.7558)  0.285
H (10.2831, 19.2567, -28.9035)  0.309
H (2.7292, 20.9305, -21.2158)  0.413
H (4.1609, 21.6487, -19.3652)  0.314
H (7.2272, 8.9295, -25.5573)  0.300
H (9.3287, 11.0600, -26.0480)  0.373
H (4.7682, 19.8170, -21.3044)  0.193
H (8.6033, 22.6898, -20.4663)  0.463
H (6.7798, 14.2185, -25.8049)  0.360
H (11.3141, 22.3101, -22.9403)  0.490
H (5.5831, 17.4371, -29.9289)  0.171
H (3.2873, 22.2842, -22.2329)  0.254
H (4.7968, 20.5023, -22.9573)  0.039
H (10.8616, 15.2706, -20.6271)  0.335
H (8.7920, 20.5408, -19.5502)  0.506

=====

C7H9N | ωB97M-V/def2-TZVPD

Properties
LUMO level (spin up / spin down), eV: -3.647 / -7.052
Total charge: +1
Expectation value of S²: 0.776
Multiplicity: 2
E_HOMO (spin up / spin down), eV: -13.64 / -13.74
HOMO-LUMO gap (spin up / spin down), eV: 10.0 / 6.7

Each line ends with the Mulliken spin population.
Positions of all 17 atoms, in Å:
N (-0.9284, -0.3996, 1.5588)  -0.044
C (-1.8603, -1.2710, -0.5896)  0.000
C (0.6216, 0.5913, -1.6403)  -0.023
C (-0.9412, -0.3953, 0.1924)  0.356
C (0.1920, 0.3395, -0.2415)  0.229
C (0.2962, 0.0653, 1.9813)  0.294
C (1.0530, 0.4448, 0.8760)  -0.054
C (1.8732, 0.9308, -1.9033)  0.164
H (-2.7782, -0.7182, -0.7883)  0.041
H (-1.4035, -1.5496, -1.5370)  0.005
H (2.4912, 0.9705, -2.7956)  0.003
H (2.6646, 1.0034, -1.1550)  0.010
H (-0.1766, 0.5551, -2.3716)  0.000
H (-1.5813, -0.9212, 2.1340)  -0.001
H (-2.0442, -2.1807, -0.0186)  0.009
H (1.9633, 1.0095, 0.9523)  0.003
H (0.5581, 0.0811, 3.0251)  0.006

=====

C3H3BrO | ωB97M-V/def2-TZVPD

Properties
LUMO level, eV: -0.257
Total charge: 0
Multiplicity: 1
E_HOMO, eV: -8.54
HOMO-LUMO gap, eV: 8.3

Each line ends with the natural charge from an NBO analysis.
Positions of all 8 atoms, in Å:
Br (1.5396, -1.4759, 0.0616)  0.014
O (2.3312, 1.9557, -0.0445)  -0.453
C (0.4929, 0.1961, -0.0100)  -0.460
C (1.5350, 1.0936, -0.0306)  0.641
C (-1.3543, -0.4612, -0.0215)  -0.414
H (-1.1863, -1.0322, -0.8986)  0.242
H (-1.4592, -0.6615, 1.0243)  0.235
H (-1.8988, 0.3853, -0.0806)  0.195